1.
65
Properties=species:S:1:pos:R:3:lowdin_charge:R:1 method="wB97M-V/def2-TZVPD" orbital_gap_ev=6.546 charge=-2 fmax_ev_per_a=1.92
Cs -0.23 -0.60 -0.49 0.819
C -3.94 -1.16 5.08 -0.052
C -3.44 -0.67 3.70 -0.530
C -3.17 0.82 3.80 -0.043
O -2.18 -1.34 3.38 -0.076
C -4.52 -1.03 2.62 -0.659
O -5.60 -0.43 2.72 -0.039
O -4.14 -1.93 1.80 -0.091
H -3.20 -0.97 5.88 0.078
H -4.16 -2.22 5.06 0.072
H -4.91 -0.63 5.29 0.086
H -2.34 0.99 4.52 0.080
H -4.06 1.39 4.12 0.086
H -2.88 1.24 2.84 0.080
H -2.48 -2.01 2.74 0.051
B 1.43 5.30 0.93 -0.496
N 0.16 5.10 0.10 -0.117
C -1.01 5.77 0.24 -0.118
C -1.89 5.35 -0.75 -0.093
C -1.13 4.38 -1.44 -0.209
N 0.09 4.22 -0.93 0.051
N 1.60 4.12 1.89 -0.113
C 2.61 3.23 1.78 -0.144
C 2.44 2.23 2.71 -0.112
C 1.27 2.63 3.39 -0.199
N 0.74 3.73 2.84 0.055
H 1.22 6.33 1.57 0.056
H 2.38 5.36 0.14 0.060
H -1.14 6.46 1.05 0.099
H -2.87 5.71 -0.90 0.054
H -1.42 3.81 -2.32 0.077
H 3.36 3.32 1.01 0.099
H 3.12 1.40 2.85 0.071
H 0.75 2.11 4.19 0.084
O 1.94 -2.24 -2.66 -0.158
C 2.79 -2.68 -1.83 -0.466
C 4.14 -2.20 -1.80 -0.042
C 5.11 -2.72 -0.96 -0.122
C 4.80 -3.80 -0.10 -0.146
C 3.49 -4.27 -0.07 -0.074
C 2.52 -3.76 -0.92 -0.130
C 1.14 -4.25 -0.83 -0.332
N 0.04 -3.72 -0.35 0.033
C -0.89 -4.74 -0.39 -0.147
C -0.35 -5.91 -0.84 -0.107
N 0.94 -5.56 -1.11 0.082
H 4.33 -1.38 -2.43 0.082
H 6.12 -2.33 -0.95 0.087
H 5.52 -4.18 0.60 0.070
H 3.27 -5.08 0.62 0.104
H -1.90 -4.56 -0.10 0.089
H -0.72 -6.90 -1.02 0.090
H 1.66 -6.15 -1.51 0.157
C 0.65 1.53 -3.51 -0.036
C -0.25 0.75 -4.37 -0.435
N -1.55 0.95 -4.43 0.103
C -2.00 -0.06 -5.25 -0.181
C -1.02 -0.91 -5.63 -0.106
N 0.13 -0.32 -5.12 0.097
H 0.10 2.10 -2.75 0.047
H 1.24 2.26 -4.10 0.092
H 1.36 0.89 -2.98 0.062
H -3.04 -0.20 -5.45 0.083
H -1.03 -1.77 -6.26 0.093
H 0.97 -0.84 -4.93 0.141



2.
52
Properties=species:S:1:pos:R:3:lowdin_charge:R:1 method="wB97M-V/def2-TZVPD" orbital_gap_ev=5.610 charge=+1 fmax_ev_per_a=1.82
C -3.79 -1.68 1.78 0.049
C -3.17 -0.53 2.06 -0.366
C -3.83 0.79 1.73 -0.069
C -1.81 -0.52 2.75 -0.183
C -0.58 -0.26 1.86 -0.190
C 0.68 -0.20 2.72 -0.188
C 1.98 0.19 1.96 -0.115
C 3.21 0.22 2.78 -0.074
C 4.00 -1.03 2.88 0.022
C 3.87 1.49 3.14 -0.087
H -3.33 -2.64 2.01 0.063
H -4.78 -1.68 1.31 0.072
H -3.22 1.64 2.06 0.072
H -4.00 0.89 0.65 0.086
H -4.82 0.87 2.22 0.089
H -1.83 0.26 3.53 0.120
H -1.67 -1.49 3.25 0.119
H -0.48 -1.07 1.12 0.128
H -0.70 0.68 1.30 0.125
H 0.53 0.53 3.53 0.107
H 0.84 -1.17 3.21 0.131
H 2.13 -0.58 1.17 0.152
H 1.83 1.16 1.46 0.143
H 3.45 -1.86 2.40 0.106
H 4.96 -0.90 2.35 0.138
H 4.24 -1.33 3.92 0.128
H 4.96 1.29 3.13 0.156
H 3.65 2.17 2.30 0.141
F 3.59 -1.09 9.14 0.056
C 3.67 -0.40 7.96 -0.244
C 2.56 -0.40 7.11 0.014
C 2.60 0.45 6.00 -0.042
C 3.70 1.26 5.70 -0.170
C 3.56 2.19 4.46 -0.181
C 4.28 3.57 4.43 -0.172
C 3.73 4.48 3.51 -0.058
C 4.30 5.73 3.28 -0.064
C 5.45 6.11 3.98 -0.070
C 6.02 5.21 4.88 -0.058
C 5.43 3.96 5.12 -0.023
C 4.84 1.12 6.50 -0.020
C 4.81 0.35 7.68 0.024
H 1.70 -1.02 7.31 0.127
H 1.73 0.48 5.34 0.099
H 2.48 2.45 4.45 0.146
H 2.83 4.19 2.95 0.116
H 3.85 6.41 2.55 0.112
H 5.88 7.10 3.83 0.112
H 6.94 5.48 5.40 0.113
H 5.89 3.31 5.86 0.082
H 5.78 1.58 6.21 0.098
H 5.65 0.33 8.36 0.129



3.
61
Properties=species:S:1:pos:R:3:lowdin_charge:R:1 method="wB97M-V/def2-TZVPD" orbital_gap_ev=8.409 smiles=CCC(C)(C)n1nnnc1[C@H](c1cccnc1)N1CCN(c2cccc(C(F)(F)F)c2)CC1 fmax_ev_per_a=1.41
C -6.08 -0.81 -0.92 -0.078
C -5.75 -2.17 -0.32 -0.193
C -4.48 -2.18 0.57 -0.503
C -4.65 -1.25 1.77 -0.015
C -4.23 -3.61 1.07 -0.028
N -3.35 -1.82 -0.28 0.009
N -3.15 -2.60 -1.35 0.054
N -2.15 -2.16 -1.99 -0.014
N -1.65 -1.10 -1.39 0.081
C -2.38 -0.87 -0.32 -0.235
C -2.14 0.27 0.63 -0.219
C -3.07 1.41 0.32 -0.179
C -3.49 1.71 -0.98 -0.040
C -4.35 2.77 -1.18 -0.046
C -4.77 3.50 -0.08 -0.145
N -4.37 3.24 1.15 0.071
C -3.55 2.23 1.34 -0.099
N -0.76 0.73 0.67 -0.103
C 0.18 -0.29 1.08 -0.159
C 1.51 0.39 1.42 -0.132
N 2.02 1.08 0.26 -0.099
C 3.36 1.14 -0.02 -0.202
C 3.96 2.27 -0.60 -0.017
C 5.30 2.29 -0.92 -0.071
C 6.11 1.19 -0.67 -0.031
C 5.53 0.07 -0.10 -0.128
C 6.36 -1.15 0.15 -0.583
F 7.67 -0.89 0.29 0.135
F 6.00 -1.81 1.27 0.131
F 6.27 -2.05 -0.85 0.137
C 4.19 0.03 0.21 0.048
C 1.08 2.06 -0.22 -0.139
C -0.26 1.39 -0.53 -0.158
H -5.25 -0.43 -1.52 0.062
H -6.30 -0.07 -0.15 0.072
H -6.94 -0.89 -1.56 0.077
H -6.59 -2.51 0.29 0.119
H -5.59 -2.88 -1.13 0.107
H -4.72 -0.21 1.47 0.065
H -5.57 -1.51 2.28 0.101
H -3.84 -1.37 2.48 0.088
H -5.06 -3.95 1.68 0.089
H -3.32 -3.64 1.67 0.088
H -4.11 -4.28 0.22 0.079
H -2.34 -0.08 1.65 0.132
H -3.13 1.12 -1.81 0.119
H -4.69 3.02 -2.18 0.105
H -5.45 4.33 -0.19 0.104
H -3.25 2.05 2.37 0.123
H -0.20 -0.80 1.97 0.128
H 0.35 -1.04 0.29 0.126
H 2.22 -0.35 1.79 0.113
H 1.32 1.12 2.23 0.132
H 3.38 3.16 -0.78 0.100
H 5.73 3.18 -1.35 0.106
H 7.16 1.21 -0.91 0.115
H 3.78 -0.88 0.62 0.117
H 1.45 2.51 -1.14 0.117
H 0.92 2.85 0.54 0.134
H -0.97 2.15 -0.84 0.118
H -0.12 0.67 -1.35 0.114



4.
66
Properties=species:S:1:pos:R:3:lowdin_charge:R:1 method="wB97M-V/def2-TZVPD" orbital_gap_ev="8.320 / 4.733" fmax_ev_per_a=4.46 spin_multiplicity=4
Ni 0.69 -0.78 0.83 0.730
C -2.13 -2.87 0.29 -0.246
O -2.48 -2.89 -1.08 -0.082
O -0.85 -2.17 0.49 -0.039
C -3.34 -2.63 1.21 -0.551
F -4.30 -1.66 0.94 0.116
F -4.03 -3.72 1.36 0.190
F -2.90 -2.38 2.45 0.127
C -2.34 -4.08 -1.80 -0.252
C -2.65 -3.79 -3.29 -0.051
H -1.90 -3.16 -3.77 0.048
H -2.73 -4.71 -3.88 0.075
H -3.68 -3.44 -3.41 0.078
H -2.75 -5.02 -1.45 0.122
H -1.30 -4.39 -1.83 0.121
H -1.90 -3.88 0.61 0.171
C 2.22 2.31 0.22 -0.391
O 3.27 2.21 -0.71 -0.084
O 1.76 1.06 0.61 -0.239
C 2.76 3.37 1.37 -0.582
F 1.79 4.08 1.93 0.140
F 3.37 2.68 2.35 0.124
F 3.63 4.28 1.02 0.158
C 3.21 3.02 -1.88 -0.294
C 4.18 2.76 -2.95 -0.093
H 4.08 3.53 -3.72 0.090
H 5.17 2.71 -2.50 0.083
H 4.18 1.77 -3.40 0.062
H 3.23 4.06 -1.55 0.123
H 2.33 2.83 -2.50 0.111
H 1.37 2.77 -0.29 0.126
O 2.39 -1.84 0.49 -0.336
H 3.03 -1.12 0.36 -0.042
N -1.34 0.76 0.99 0.056
C -2.17 1.05 2.03 -0.094
C -2.97 2.19 2.02 -0.085
C -2.93 3.08 1.01 -0.080
C -2.07 2.81 -0.08 -0.017
C -1.30 1.61 -0.05 -0.122
H -2.34 0.25 2.73 0.098
H -3.69 2.48 2.77 0.109
H -3.54 3.97 0.94 0.110
H -2.07 3.44 -0.96 0.099
H -0.75 1.23 -0.90 0.078
N 0.59 -0.77 2.95 0.048
C -0.19 -1.57 3.80 -0.094
C -0.32 -1.40 5.19 -0.046
C 0.22 -0.24 5.79 -0.051
C 0.95 0.61 4.98 -0.069
C 1.13 0.28 3.68 -0.097
H -0.50 -2.49 3.32 0.097
H -0.91 -2.06 5.82 0.101
H 0.23 -0.02 6.85 0.108
H 1.51 1.40 5.44 0.115
H 1.92 0.81 3.17 0.098
N 0.72 -0.59 -1.86 0.065
C -0.45 -0.77 -2.50 -0.135
C -0.49 -0.92 -3.90 -0.062
C 0.68 -0.69 -4.64 -0.078
C 1.84 -0.35 -4.00 -0.063
C 1.81 -0.27 -2.61 -0.098
H -1.35 -1.01 -1.96 0.090
H -1.46 -1.06 -4.35 0.095
H 0.47 -0.54 -5.69 0.106
H 2.68 0.11 -4.50 0.099
H 2.70 -0.19 -2.01 0.108



5.
72
Properties=species:S:1:pos:R:3:lowdin_charge:R:1 method="wB97M-V/def2-TZVPD" orbital_gap_ev=6.633 charge=+1 fmax_ev_per_a=5.32
C 0.88 -1.64 2.57 -0.056
C 1.44 -1.64 1.07 -0.196
O 2.29 -0.48 0.74 -0.072
C 1.65 0.41 -0.14 -0.038
C 1.68 0.20 -1.69 0.129
C 2.48 -1.06 -2.23 -0.332
O 3.48 -0.95 -2.97 0.142
O 2.06 -2.37 -1.85 -0.097
C 1.26 -3.01 -2.87 -0.070
C 0.96 1.19 -2.67 0.036
C 0.96 1.10 -4.26 -0.113
C 0.65 -0.36 -4.86 -0.085
C 0.50 -0.15 -6.47 -0.370
O 1.47 0.42 -7.03 0.076
O -0.61 -0.62 -7.22 0.057
C 0.19 2.38 -1.97 0.035
C -0.62 3.47 -2.85 -0.158
O -0.23 4.63 -3.06 0.170
C -2.05 2.93 -3.44 -0.204
F -2.03 1.51 -3.67 0.067
F -2.17 3.54 -4.72 0.084
C -3.31 3.40 -2.58 -0.191
F -4.45 3.35 -3.47 0.092
F -3.18 4.77 -2.22 0.104
C -3.69 2.45 -1.34 -0.187
F -4.03 3.32 -0.24 0.075
F -2.62 1.63 -0.88 0.067
C -4.96 1.50 -1.57 -0.288
O -6.15 1.83 -1.51 0.139
O -4.64 0.12 -1.83 0.065
N 0.18 2.56 -0.52 0.025
C -0.53 3.74 0.10 -0.090
C 0.39 5.09 0.07 -0.238
C 1.95 4.79 -0.16 -0.653
I 3.12 6.65 -0.39 0.742
C 0.87 1.67 0.37 0.009
F 0.90 1.85 1.79 0.074
H 0.88 -0.59 3.01 0.085
H -0.19 -2.06 2.55 0.098
H 1.56 -2.34 3.21 0.076
H 0.54 -1.62 0.33 0.130
H 2.10 -2.57 0.92 0.144
H 1.84 -3.04 -3.88 0.114
H 0.25 -2.50 -3.06 0.096
H 1.01 -4.11 -2.64 0.120
H 0.21 1.82 -4.76 0.130
H 2.00 1.43 -4.66 0.160
H 1.53 -1.10 -4.75 0.112
H -0.30 -0.84 -4.48 0.118
H -1.38 -0.09 -6.91 0.124
H -5.45 -0.42 -1.63 0.149
H -0.75 3.56 1.22 0.154
H -1.55 3.95 -0.38 0.114
H 0.30 5.61 1.10 0.126
H 0.04 5.84 -0.71 0.100
H 2.17 4.17 -1.09 0.041
H 2.37 4.24 0.75 0.059
O 1.14 -2.62 5.86 -0.292
S 1.27 -4.06 5.83 0.590
O 0.63 -4.85 4.81 -0.289
O 0.89 -4.66 7.28 -0.260
C -0.39 -4.33 7.84 -0.264
C -1.51 -5.11 7.17 -0.076
C 2.99 -4.48 5.86 -0.118
H -0.56 -3.26 7.79 0.116
H -0.35 -4.61 8.89 0.126
H -1.63 -4.80 6.12 0.068
H -2.46 -4.93 7.68 0.083
H -1.29 -6.18 7.16 0.088
H 3.48 -3.91 6.65 0.078
H 3.42 -4.21 4.89 0.073
H 3.09 -5.55 6.02 0.079



6.
59
Properties=species:S:1:pos:R:3:lowdin_charge:R:1 method="wB97M-V/def2-TZVPD" orbital_gap_ev=9.150 smiles=Fc1ccc([C@@H](c2nnnn2C2CCCC2)N(Cc2ccco2)C[C@@H]2CCCO2)cc1 fmax_ev_per_a=1.69
F -2.90 1.22 -6.33 0.052
C -2.32 0.98 -5.13 -0.278
C -1.00 1.35 -4.94 -0.001
C -0.41 1.11 -3.71 -0.023
C -1.13 0.50 -2.69 -0.165
C -0.50 0.26 -1.33 -0.183
C -0.86 -1.10 -0.84 -0.249
N -1.02 -2.17 -1.58 0.085
N -1.31 -3.17 -0.76 -0.023
N -1.33 -2.78 0.44 0.070
N -1.06 -1.47 0.45 -0.009
C -1.03 -0.71 1.68 -0.238
C 0.10 -1.21 2.60 -0.127
C -0.61 -2.04 3.66 -0.188
C -1.90 -1.28 3.89 -0.188
C -2.34 -0.91 2.47 -0.124
N 0.94 0.49 -1.37 -0.117
C 1.74 -0.60 -1.91 -0.095
C 2.12 -1.68 -0.95 -0.259
C 1.85 -3.02 -0.95 -0.037
C 2.49 -3.56 0.19 -0.054
C 3.13 -2.52 0.79 -0.135
O 2.91 -1.38 0.10 0.016
C 1.53 1.14 -0.22 -0.115
C 0.92 2.54 0.02 -0.285
C 1.87 3.47 0.78 -0.120
C 1.41 3.32 2.23 -0.148
C -0.09 3.16 2.04 -0.189
O -0.25 2.43 0.83 -0.149
C -2.45 0.16 -2.91 -0.027
C -3.06 0.39 -4.13 0.002
H -0.45 1.82 -5.74 0.116
H 0.61 1.39 -3.54 0.112
H -0.92 1.00 -0.64 0.145
H -0.89 0.34 1.40 0.121
H 0.85 -1.78 2.05 0.096
H 0.59 -0.35 3.07 0.113
H -0.01 -2.16 4.57 0.108
H -0.83 -3.03 3.26 0.110
H -2.66 -1.86 4.41 0.109
H -1.71 -0.37 4.47 0.109
H -2.97 -0.02 2.44 0.111
H -2.89 -1.74 2.03 0.107
H 2.66 -0.15 -2.32 0.137
H 1.18 -1.05 -2.73 0.132
H 1.24 -3.55 -1.66 0.103
H 2.48 -4.58 0.51 0.103
H 3.73 -2.45 1.67 0.119
H 2.59 1.25 -0.43 0.132
H 1.43 0.56 0.71 0.123
H 0.64 2.96 -0.95 0.155
H 1.72 4.50 0.45 0.118
H 2.92 3.21 0.64 0.114
H 1.84 2.42 2.67 0.111
H 1.66 4.17 2.86 0.113
H -0.58 4.13 1.94 0.124
H -0.58 2.60 2.84 0.118
H -3.03 -0.30 -2.12 0.118
H -4.09 0.12 -4.31 0.118



7.
57
Properties=species:S:1:pos:R:3:lowdin_charge:R:1 method="wB97M-V/def2-TZVPD" orbital_gap_ev="6.616 / 6.654" charge=+2 fmax_ev_per_a=0.43 spin_multiplicity=2
Fe -0.12 -0.24 -0.07 0.459
C -3.98 -2.25 -3.05 -0.016
C -4.37 -2.57 -1.75 -0.029
C -3.75 -1.99 -0.66 0.009
C -2.71 -1.06 -0.87 -0.251
C -2.32 -0.75 -2.19 -0.016
C -2.95 -1.33 -3.27 -0.039
N -1.97 -0.49 0.13 0.026
C -2.40 -0.37 1.46 -0.209
C -3.72 -0.22 1.90 0.002
C -3.95 -0.05 3.25 -0.018
C -2.90 -0.02 4.18 -0.021
C -1.59 -0.15 3.76 0.026
C -1.36 -0.31 2.41 -0.175
N -0.09 -0.42 1.78 -0.061
N 0.96 -0.56 2.44 0.183
C 2.07 -0.66 1.56 -0.276
C 3.33 -0.89 2.07 0.043
C 4.38 -1.05 1.17 0.005
C 4.12 -0.97 -0.19 -0.003
C 2.82 -0.71 -0.62 -0.071
N 1.81 -0.55 0.23 -0.001
H -4.48 -2.71 -3.89 0.126
H -5.15 -3.30 -1.59 0.126
H -4.02 -2.29 0.34 0.121
H -1.57 0.02 -2.35 0.100
H -2.66 -1.07 -4.28 0.123
H -4.53 -0.20 1.19 0.129
H -4.97 0.07 3.60 0.128
H -3.12 0.11 5.23 0.126
H -0.76 -0.11 4.46 0.128
H 3.47 -0.96 3.14 0.135
H 5.38 -1.24 1.52 0.133
H 4.91 -1.09 -0.92 0.129
H 2.59 -0.62 -1.68 0.129
C -2.29 3.44 1.55 -0.156
C -1.76 3.45 0.12 -0.394
Sb 0.03 2.33 -0.09 1.525
C 1.35 3.21 1.32 -0.406
C 1.41 4.73 1.18 -0.157
C 0.82 2.92 -1.99 -0.408
C 0.31 4.26 -2.51 -0.167
H -3.18 4.07 1.63 0.087
H -1.56 3.84 2.26 0.069
H -2.57 2.44 1.88 0.046
H -1.52 4.46 -0.21 0.057
H -2.48 3.03 -0.59 0.060
H 2.33 2.76 1.15 0.053
H 1.02 2.91 2.32 0.054
H 1.82 5.03 0.22 0.067
H 2.06 5.15 1.96 0.086
H 0.43 5.19 1.30 0.068
H 0.57 2.12 -2.69 0.039
H 1.90 2.91 -1.88 0.058
H -0.77 4.27 -2.63 0.070
H 0.75 4.48 -3.48 0.084
H 0.57 5.08 -1.84 0.065



8.
68
Properties=species:S:1:pos:R:3:lowdin_charge:R:1 method="wB97M-V/def2-TZVPD" orbital_gap_ev="7.423 / 5.760" charge=+1 fmax_ev_per_a=1.54 spin_multiplicity=5
Ir 0.49 -0.66 0.82 0.981
S 2.76 0.15 1.49 0.647
C 3.53 0.77 0.08 -0.668
C 4.88 1.11 0.16 -0.050
C 5.53 1.66 -0.93 -0.168
C 6.89 2.01 -0.82 -0.172
N 8.00 2.29 -0.70 0.203
C 4.82 1.88 -2.14 -0.166
C 3.48 1.52 -2.23 -0.045
C 2.82 0.96 -1.13 -0.678
S 1.16 0.51 -1.31 0.667
C 5.46 2.46 -3.26 -0.171
N 5.94 2.95 -4.17 0.204
H 5.41 0.96 1.08 0.120
H 2.94 1.66 -3.15 0.122
C 3.31 -3.78 3.87 -0.058
C 2.82 -2.94 2.66 -0.169
N 1.46 -2.50 2.89 -0.223
C 1.42 -1.56 4.01 -0.186
C 2.13 -2.17 5.24 -0.053
N 2.33 -3.62 4.96 -0.094
C 1.04 -4.24 4.57 -0.053
C 0.62 -3.64 3.21 -0.132
H 4.29 -3.45 4.22 0.142
H 3.38 -4.84 3.61 0.141
H 2.85 -3.54 1.75 0.137
H 3.44 -2.06 2.51 0.061
H 0.37 -1.33 4.21 0.120
H 1.92 -0.63 3.72 0.053
H 1.54 -2.04 6.14 0.143
H 3.11 -1.71 5.40 0.143
H 2.68 -4.07 5.81 0.200
H 0.30 -4.02 5.35 0.143
H 1.16 -5.32 4.52 0.141
H -0.42 -3.33 3.22 0.107
H 0.73 -4.38 2.41 0.139
O -3.11 -2.39 1.97 0.134
C -2.11 -1.79 1.93 -0.532
N -1.07 -1.21 1.98 -0.105
C -4.38 5.84 -3.41 -0.118
C -3.62 4.56 -3.15 -0.290
S -4.45 3.23 -4.08 0.651
O -5.77 3.05 -3.55 -0.297
O -4.28 3.48 -5.48 -0.294
C -3.49 1.70 -3.67 -0.176
C -4.03 1.09 -2.39 -0.148
N -3.14 0.07 -1.87 0.064
C -2.18 0.26 -0.95 -0.360
N -1.46 -0.84 -0.76 -0.036
C -1.97 -1.79 -1.56 -0.019
C -3.02 -1.25 -2.27 -0.114
N -3.84 -1.91 -3.23 -0.337
O -3.63 -3.08 -3.40 0.118
O -4.69 -1.25 -3.80 0.104
C -1.95 1.53 -0.23 -0.019
H -3.95 6.67 -2.85 0.083
H -5.42 5.71 -3.11 0.081
H -4.35 6.08 -4.47 0.083
H -3.64 4.28 -2.10 0.089
H -2.60 4.61 -3.52 0.100
H -2.45 1.99 -3.61 0.104
H -3.64 1.04 -4.52 0.104
H -5.01 0.65 -2.60 0.130
H -4.15 1.85 -1.62 0.120
H -1.59 -2.79 -1.61 0.130
H -1.61 2.31 -0.91 0.087
H -1.17 1.36 0.52 0.036
H -2.85 1.87 0.27 0.098